(1)
105
Properties=species:S:1:pos:R:3 method="wB97M-V/def2-TZVPD" homo_lumo_gap_ha=0.2251 total_charge=+3 lumo_ev=-9.7 multiplicity=1
Hf -0.94795 0.04527 0.45063
C -4.85259 -0.13558 1.92919
C -4.31193 -0.29557 0.52578
C -4.09466 1.03903 -0.15895
C -5.10075 -1.26767 -0.32183
O -2.92038 -0.85149 0.64122
Si -2.14249 -2.17076 1.46593
S -1.01473 -1.02348 2.76080
O -3.04531 -3.43330 1.66772
C -3.40072 -4.36721 2.80027
C -4.08482 -3.53743 3.86445
C -2.10494 -4.97994 3.28879
C -4.32721 -5.38521 2.17546
O -0.96659 -2.19142 0.21409
C -0.60462 -3.20187 -0.85306
C 0.79394 -2.80687 -1.26922
C -1.63129 -3.05611 -1.95587
C -0.62550 -4.57516 -0.21612
H -5.81525 0.37655 1.89528
H -4.16984 0.45354 2.54266
H -5.01046 -1.10444 2.40158
H -5.04430 1.52515 -0.38341
H -3.57723 0.90159 -1.11438
H -3.53764 1.73173 0.48485
H -6.11765 -0.89399 -0.44729
H -5.15864 -2.24465 0.15659
H -4.65501 -1.37741 -1.31091
H -3.42052 -2.76934 4.26658
H -4.37742 -4.18899 4.68862
H -4.99167 -3.07581 3.47590
H -1.42011 -4.21442 3.66042
H -1.61911 -5.55134 2.49944
H -2.31406 -5.66249 4.11267
H -5.23458 -4.91268 1.80097
H -4.61292 -6.12093 2.92719
H -3.83620 -5.91081 1.35735
H 0.81560 -1.78673 -1.66369
H 1.14556 -3.46724 -2.06220
H 1.48621 -2.88418 -0.43072
H -1.63305 -2.03867 -2.35693
H -2.63153 -3.29546 -1.59316
H -1.40184 -3.73851 -2.77449
H 0.03176 -4.61334 0.65273
H -0.26278 -5.30285 -0.94277
H -1.63254 -4.87054 0.07106
S 1.57582 0.41485 0.76547
C 1.64732 1.58364 2.00726
N 2.78708 1.98986 2.47341
C 2.86378 2.96184 3.58133
C 1.72245 2.69931 4.52113
N 0.45438 2.74756 3.76370
C -0.73916 3.30657 4.48020
C -1.60592 2.21858 5.06150
C -2.97037 2.22270 4.79545
C -3.80047 1.27852 5.38314
C -3.26480 0.30565 6.21399
C -1.90205 0.29543 6.48044
C -1.07851 1.25693 5.91859
C 0.38080 2.21981 2.57778
S -1.02733 2.33066 1.62482
C 4.09189 1.51035 1.96729
C 4.62511 0.35657 2.78954
C 3.81598 -0.46449 3.56499
C 4.37676 -1.51735 4.27739
C 5.73900 -1.75690 4.21425
C 6.54979 -0.93503 3.44132
C 5.99613 0.11963 2.73586
H 2.84743 3.96995 3.16027
H 3.81770 2.79829 4.07870
H 1.67542 3.45451 5.30099
H 1.80461 1.71463 4.98665
H -1.29247 3.91666 3.76727
H -0.32484 3.97360 5.23378
H -3.39361 2.99501 4.16354
H -4.86755 1.31755 5.20861
H -3.91162 -0.42304 6.68441
H -1.48977 -0.43876 7.15914
H -0.03011 1.26918 6.19297
H 4.75969 2.36961 2.03827
H 3.97358 1.26943 0.91077
H 2.74307 -0.31601 3.62239
H 3.74285 -2.15113 4.88307
H 6.17534 -2.57653 4.76790
H 7.61587 -1.10989 3.39776
H 6.63842 0.76403 2.14751
C -1.73090 0.70089 -3.48001
P -0.48191 0.96173 -2.18830
C 1.08935 0.54314 -2.99229
C -0.44305 2.73177 -1.84656
C 0.76844 3.37403 -1.59273
C 0.77742 4.71628 -1.24360
C -0.41610 5.41815 -1.13641
C -1.62431 4.78383 -1.39270
C -1.63960 3.44315 -1.74558
H -2.73216 0.95315 -3.13842
H -1.72394 -0.34312 -3.79169
H -1.47934 1.33215 -4.33444
H 1.30653 1.29865 -3.74940
H 0.99286 -0.42618 -3.48129
H 1.91302 0.49721 -2.28152
H 1.70870 2.84580 -1.69278
H 1.71944 5.22423 -1.08418
H -0.40096 6.46908 -0.88088
H -2.55051 5.33928 -1.33867
H -2.59127 2.97180 -1.96153



(2)
48
Properties=species:S:1:pos:R:3 method="wB97M-V/def2-TZVPD" homo_lumo_gap_ha="0.1841 / 0.2333" total_charge=-2 lumo_ev="4.4 / 4.4" multiplicity=3
Ti 1.22662 -0.09113 0.06390
S 3.88506 3.61682 0.45620
Sb 3.93985 1.59307 -0.59696
S 3.48173 -0.11996 1.00833
S 1.88689 1.24378 -1.78597
S 5.72944 1.04073 -1.89046
C 1.15999 6.00853 0.31090
C 0.31382 4.78143 0.18548
C 0.05283 3.98730 1.29918
C -0.68350 2.82105 1.18751
C -1.13905 2.42361 -0.06228
C -0.89399 3.20047 -1.18338
C -0.17848 4.37802 -1.05035
S -2.04345 0.91497 -0.25974
O -2.78435 0.68297 0.98051
O -2.86852 1.05255 -1.44020
N -0.87639 -0.18650 -0.45259
C -1.30950 -1.48983 -0.74433
C -2.63698 -1.92509 -0.84098
C -2.92785 -3.28141 -0.97793
C -1.92078 -4.22553 -1.03223
C -0.57202 -3.82259 -0.98336
C 0.51229 -4.74074 -1.05019
C 1.81296 -4.22991 -1.02764
C 2.03614 -2.88232 -0.86923
N 1.01989 -1.98389 -0.71081
C -0.27262 -2.44461 -0.84963
H 0.92424 6.56667 1.21927
H 1.02892 6.66914 -0.54763
H 2.20977 5.70626 0.35020
H 0.45458 4.27764 2.26225
H -0.88758 2.19973 2.04591
H -1.24592 2.86374 -2.14914
H 0.04077 4.97377 -1.92821
H -3.44951 -1.21744 -0.79069
H -3.96629 -3.58899 -1.04003
H -2.15092 -5.28041 -1.13660
H 0.31669 -5.79996 -1.16340
H 2.66965 -4.88514 -1.13086
H 3.02886 -2.45589 -0.82112
N 0.21534 -2.88813 2.22525
C -0.44057 -1.72046 2.37336
N -1.76034 -1.72586 2.24572
S 0.42189 -0.28838 2.71494
H -0.20094 -3.60584 1.64774
H 1.21199 -2.80232 2.13617
H -2.18916 -2.50081 1.75247
H -2.18149 -0.81912 2.05070



(3)
17
Properties=species:S:1:pos:R:3 method="wB97M-V/def2-TZVPD" homo_lumo_gap_ha=0.3425 total_charge=+1 lumo_ev=-5.9 multiplicity=1
C 2.87593 -0.02330 0.07059
C 2.15181 1.19775 -0.35693
C 2.10933 -1.08327 -0.05273
C -2.11862 1.10650 0.27251
C -1.76813 -1.20553 -0.02997
N 0.89313 1.13301 -0.56699
O -1.70954 0.06752 -0.60805
O -0.47458 -1.47800 0.50292
S 0.43376 -0.57136 -0.59038
H 3.98015 -0.02603 0.26780
H 2.65574 2.12130 -0.21377
H 2.29750 -2.09059 0.17066
H -1.13650 1.57891 0.52981
H -2.82717 0.76387 1.06834
H -2.76145 1.76526 -0.29324
H -2.53483 -1.23060 0.75353
H -2.06653 -2.02543 -0.92410



Computed maximum force, in the same sequence as the records: 0.008 0.011 0.083 Eh/bohr.